1.
Computed, not measured: C37H31CrN2O3S as an isolated structure, with the ωB97M-V functional and the def2-TZVPD basis.

```
75
C37H31CrN2O3S | OMol25 | the ωB97M-V functional and the def2-TZVPD basis
O 5.6444 1.3726 5.4256
C 5.3058 1.2741 4.3208
Cr 4.6370 0.8752 2.5819
C 3.0661 0.3518 3.4917
O 2.1683 -0.0332 4.1082
C 5.2088 -0.8874 2.9936
O 5.5256 -1.9311 3.4486
C 6.1387 2.0468 1.4850
C 5.1064 2.8892 1.9232
C 3.7788 2.5770 1.6366
C 3.4557 1.4332 0.8720
C 2.0670 1.0128 0.6839
C 0.9021 0.6339 0.7107
C -0.4363 0.2744 0.9901
C -0.6766 -1.0196 1.6105
C 0.3537 -1.9368 1.9115
C 0.0507 -3.2803 2.1566
C -1.2899 -3.6712 2.3378
C -2.3176 -2.7365 2.1827
C -2.0032 -1.4101 1.8673
C -1.2614 1.4267 1.4024
C -1.1076 2.6301 0.6868
C -1.7331 3.8102 1.0955
C -2.5712 3.8046 2.2240
C -2.7231 2.6264 2.9723
C -2.0333 1.4714 2.5944
C 4.4945 0.5612 0.4990
C 5.8256 0.8725 0.7906
H 7.1869 2.2944 1.6980
H 5.3393 3.7870 2.5016
H 2.9762 3.2196 1.9975
H 1.3873 -1.5765 1.9572
H 0.8558 -4.0221 2.2215
H -1.5326 -4.7089 2.5838
H -3.3669 -3.0190 2.3106
H -2.7912 -0.6575 1.8357
H -0.4335 2.6380 -0.1674
H -1.5520 4.7367 0.5415
H -3.1042 4.7116 2.5171
H -3.3649 2.6216 3.8641
H -2.0456 0.6158 3.2778
H 4.2412 -0.3718 -0.0056
H 6.6195 0.1846 0.4982
C 1.7439 -1.7963 -1.0560
C 1.0258 -1.4833 -2.3405
C 2.0529 -1.1912 -3.4461
C 0.0360 -0.2871 -2.2115
C -0.5228 -0.1343 -3.6188
C -1.9259 0.3779 -3.7306
N -2.7444 -0.2459 -2.6880
C -4.1162 -0.4848 -2.8387
C -4.6840 -0.9677 -1.6559
C -6.0303 -1.3371 -1.5905
C -6.8009 -1.1938 -2.7601
C -6.2222 -0.7496 -3.9665
C -4.8640 -0.4059 -4.0146
S -3.4849 -1.1057 -0.4300
C -2.2096 -0.4719 -1.4410
N -0.9588 -0.3318 -1.1174
H 2.2588 -0.9063 -0.6888
H 1.0529 -2.1216 -0.2808
H 2.4834 -2.5934 -1.2036
H 0.4348 -2.3698 -2.6336
H 2.4763 -0.1865 -3.2985
H 2.8747 -1.9183 -3.4139
H 1.6257 -1.2352 -4.4569
H 0.6647 0.5835 -1.9804
H 0.1439 0.5469 -4.1621
H -0.4875 -1.1046 -4.1386
H -1.9379 1.4687 -3.5818
H -2.3771 0.1117 -4.6945
H -6.4268 -1.7328 -0.6489
H -7.8623 -1.4472 -2.7307
H -6.8283 -0.6783 -4.8712
H -4.3807 -0.0992 -4.9444
```

Total charge: +2
ΔE to the lowest compared entry with this formula, charge and spin in kJ/mol: 148.3
Gap between HOMO and LUMO (spin up / spin down) in eV: 6.44 / 5.12
Electronic energy in a.u.: -3205.73342
Spin multiplicity: 4


2.
Computed, not measured: C37H32AsClOPSc as an isolated structure, with the ωB97M-V functional and the def2-TZVPD basis.

```
74
C37H32AsClOPSc | OMol25 | the ωB97M-V functional and the def2-TZVPD basis
Sc 0.8462 -0.3563 -1.6698
Cl 2.3486 -0.8003 -3.3359
C -0.5294 1.0792 -1.8886
O -1.4438 1.7608 -1.6578
P -1.2476 -1.7444 -1.0536
C -2.8193 -1.8060 -0.1146
C -1.8424 -1.6185 -2.7946
C -0.6991 -3.4957 -0.9856
C -1.0891 -2.1877 -3.8333
C -1.4835 -1.9617 -5.1567
C -2.6071 -1.1832 -5.4374
C -3.3585 -0.6350 -4.3963
C -2.9885 -0.8673 -3.0790
H -0.2113 -2.8137 -3.6180
H -0.9076 -2.4276 -5.9600
H -2.9036 -1.0226 -6.4730
H -4.2435 -0.0483 -4.6195
H -3.5717 -0.4523 -2.2616
C -3.3130 -0.6688 0.5485
C -4.5594 -0.6903 1.1735
C -5.3478 -1.8390 1.1484
C -4.8636 -2.9810 0.5075
C -3.6066 -2.9673 -0.1068
H -2.6982 0.2240 0.5725
H -4.9146 0.2007 1.6794
H -6.3251 -1.8450 1.6316
H -5.4755 -3.8870 0.4805
H -3.2647 -3.8860 -0.5747
C -1.3201 -4.4972 -1.7458
C -0.8372 -5.8084 -1.7204
C 0.2733 -6.1293 -0.9402
C 0.8576 -5.1448 -0.1372
C 0.3501 -3.8454 -0.1195
H -2.1786 -4.2645 -2.3782
H -1.3261 -6.5791 -2.3166
H 0.6730 -7.1417 -0.9341
H 1.7026 -5.3925 0.5011
H 0.7788 -3.0756 0.5316
H -0.3831 -0.2063 3.1757
H -0.5535 0.5138 3.0513
C 1.9019 3.0586 5.6682
C 0.6464 3.0833 5.0559
C 0.4956 2.7685 3.7021
C 1.6068 2.3671 2.9472
C 2.8802 2.3737 3.5353
C 3.0106 2.7143 4.8898
As 1.2690 1.8175 1.0585
C 0.9037 3.6023 0.3341
C -0.4467 4.0048 0.3067
C -0.7843 5.2715 -0.1887
C 0.2233 6.1111 -0.6911
C 1.5646 5.7040 -0.6658
C 1.9150 4.4550 -0.1164
C 3.0111 0.9692 0.7494
C 3.9648 1.4921 -0.1259
C 5.2107 0.8604 -0.2414
C 5.4617 -0.3151 0.4773
C 4.4790 -0.8857 1.2933
C 3.2480 -0.2416 1.4327
H 2.0110 3.3019 6.7319
H -0.2300 3.3506 5.6354
H -0.4867 2.8261 3.2302
H 3.7667 2.1418 2.9402
H 3.9971 2.7103 5.3461
H -1.2249 3.3478 0.7021
H -1.8317 5.5900 -0.1826
H -0.0427 7.0890 -1.0948
H 2.3526 6.3639 -1.0609
H 2.9681 4.1661 -0.0295
H 3.7177 2.3710 -0.7291
H 5.9764 1.2981 -0.8925
H 6.4332 -0.7865 0.4035
H 4.6600 -1.8205 1.8327
H 2.4549 -0.6694 2.0531
```

Total charge: +2
ΔE to the lowest compared entry with this formula, charge and spin in kJ/mol: 161.6
Gap between HOMO and LUMO (spin up / spin down) in eV: 4.95 / 4.95
Electronic energy in a.u.: -5301.81788
Spin multiplicity: 1


3.
Computed, not measured: a 7-piece molecular cluster, C37H32Cl4F4O4 overall, with the ωB97M-V functional and the def2-TZVPD basis.

```
81
C37H32Cl4F4O4 | OMol25 | the ωB97M-V functional and the def2-TZVPD basis
F -2.3887 21.1904 -7.4709
C -2.8094 20.5527 -6.3600
C -1.8787 20.2706 -5.3795
C -2.2934 19.5894 -4.2564
C -3.6135 19.1293 -4.1707
C -4.5581 19.5285 -5.1062
C -4.1422 20.2481 -6.2304
H -0.8629 20.6256 -5.4899
H -1.6242 19.2914 -3.4602
H -3.8908 18.6255 -3.2538
H -5.5828 19.2297 -4.9320
H -4.8797 20.6360 -6.9215
F -8.4431 26.2827 -2.1704
C -9.7701 26.4752 -1.9833
C -10.5852 25.3675 -1.8936
C -11.9458 25.5521 -1.6975
C -12.4496 26.8429 -1.5761
C -11.6149 27.9445 -1.6557
C -10.2477 27.7611 -1.8471
H -10.1824 24.3762 -2.0499
H -12.6002 24.6954 -1.6180
H -13.5156 26.9605 -1.4271
H -12.0158 28.9477 -1.6168
H -9.5324 28.5676 -1.9465
F -11.7930 21.0229 2.4950
C -10.4778 20.9741 2.2064
C -9.5773 20.9219 3.2605
C -8.2185 20.9691 2.9865
C -7.8007 20.8653 1.6651
C -8.7034 20.8738 0.6121
C -10.0634 20.9787 0.8948
H -9.9890 21.0664 4.2523
H -7.5123 21.0618 3.7991
H -6.7460 20.8704 1.4123
H -8.3581 20.9427 -0.4073
H -10.7922 21.0378 0.0954
F -9.3848 27.5574 -7.2745
C -8.1771 27.7144 -6.6918
C -8.0093 27.3508 -5.3768
C -6.7631 27.5652 -4.7843
C -5.7150 28.1060 -5.5231
C -5.9272 28.4922 -6.8394
C -7.1680 28.3153 -7.4226
H -8.7315 26.8476 -4.7482
H -6.5405 27.2523 -3.7734
H -4.7779 28.2894 -5.0142
H -5.1433 28.9835 -7.4013
H -7.3635 28.6325 -8.4381
C -11.5286 21.3333 -8.3434
C -10.2486 21.0763 -8.8183
C -10.0334 20.9336 -10.1869
C -11.0972 20.9950 -11.0596
C -12.3908 21.2178 -10.5880
C -12.5888 21.3937 -9.2337
O -13.8636 21.6047 -8.7076
O -8.7824 20.7186 -10.6976
H -11.6471 21.5430 -7.2900
H -9.4453 21.0184 -8.0918
H -10.9234 20.8837 -12.1221
H -13.2202 21.2399 -11.2812
H -14.2230 22.3894 -9.1326
H -8.1269 20.7517 -9.9956
C -3.7268 23.6104 -3.6968
C -4.5908 23.2030 -2.6919
C -4.1535 23.0787 -1.3864
C -2.8674 23.4859 -1.0553
C -2.0217 23.9806 -2.0428
C -2.4508 24.0337 -3.3615
O -1.6869 24.6010 -4.3496
O -4.9836 22.5208 -0.4274
H -4.0842 23.6577 -4.7154
H -5.5842 22.8671 -2.9592
H -2.4805 23.3415 -0.0540
H -1.0182 24.3111 -1.8005
H -0.7576 24.5907 -4.1015
H -5.0164 23.1178 0.3263
C -8.6005 22.3929 -4.5262
Cl -9.1433 23.9734 -5.0104
Cl -7.1815 21.8845 -5.4570
Cl -8.2470 22.3933 -2.7971
Cl -9.8660 21.1815 -4.8981
```

Total charge: 0
Gap between HOMO and LUMO in eV: 8.47
Electronic energy in a.u.: -3970.26608
Spin multiplicity: 1
SMILES string: ClC(Cl)(Cl)Cl.Oc1ccc(O)cc1.Oc1ccc(O)cc1.Fc1ccccc1.Fc1ccccc1.Fc1ccccc1.Fc1ccccc1